{"formula": "C15H15DyOSSe3Te", "method": "wB97M-V/def2-TZVPD", "symbols": ["Dy", "Se", "Se", "Te", "Se", "C", "C", "C", "C", "C", "C", "C", "S", "C", "O", "H", "H", "H", "H", "H", "H", "H", "H", "H", "H", "C", "C", "C", "C", "C", "C", "C", "H", "H", "H", "H", "H"], "positions_angstrom": [[-0.661, 0.920, 0.685], [-1.497, -0.553, 2.723], [1.902, 0.086, 1.258], [3.428, 1.511, -0.161], [1.810, 1.100, -2.356], [2.245, -4.309, 1.300], [0.964, -3.797, 0.688], [-0.135, -3.445, 1.450], [-1.324, -3.013, 0.917], [-1.340, -2.765, -0.461], [-0.335, -3.239, -1.297], [0.818, -3.792, -0.720], [-2.376, -1.553, -1.201], [-3.774, -1.601, -0.061], [-1.574, -0.334, -0.823], [2.417, -5.383, 1.033], [2.266, -4.199, 2.379], [3.055, -3.726, 0.855], [-0.031, -3.489, 2.516], [-2.152, -2.740, 1.529], [-0.418, -3.142, -2.413], [1.628, -4.155, -1.359], [-3.426, -1.272, 0.940], [-4.229, -2.661, 0.041], [-4.543, -0.921, -0.495], [1.295, 2.012, -1.024], [0.936, 3.350, -0.719], [-0.329, 3.725, -0.220], [-0.652, 5.071, -0.132], [0.266, 6.104, -0.458], [1.548, 5.715, -0.798], [1.871, 4.397, -0.945], [-1.208, 2.979, -0.152], [-1.708, 5.331, 0.071], [0.038, 7.154, -0.365], [2.313, 6.486, -1.002], [2.912, 4.149, -1.223]], "atomic_forces_ev_per_a": [[0.648, 0.799, 0.840], [-0.618, -0.047, 0.954], [1.677, -0.912, 0.962], [-0.085, 0.090, 1.503], [0.000, -2.614, -5.964], [0.018, -0.323, -0.728], [-0.422, -0.681, -1.080], [0.687, -0.704, 0.572], [0.119, 0.680, -1.278], [-0.381, -0.998, -0.302], [1.068, -0.239, -0.518], [-0.312, 0.307, 0.022], [-0.184, -0.955, 0.643], [-1.213, -0.985, -0.043], [-1.084, 0.105, -1.611], [-0.170, 0.743, 0.229], [-0.026, 0.065, 0.085], [0.161, -0.066, 0.250], [-0.138, 0.052, 0.429], [-0.143, 0.050, 0.439], [0.121, 0.056, 1.222], [-0.229, 0.169, 0.198], [0.030, 0.227, -0.271], [0.891, 1.599, -0.445], [0.525, -0.404, 0.472], [-1.122, 1.652, 4.896], [0.773, 0.776, -0.972], [-1.156, -0.369, -1.152], [-0.540, 1.412, -0.413], [-0.952, -1.169, 0.897], [0.694, 0.788, -0.291], [0.730, -0.213, 0.297], [1.461, 1.565, -0.138], [0.697, -0.073, 0.142], [-0.340, 0.086, 0.025], [-0.386, -0.413, 0.081], [-0.800, -0.058, 0.046]], "lowdin_charge": [0.44, -0.34, -0.26, 0.44, 0.35, -0.06, -0.28, -0.09, -0.18, -0.43, -0.10, -0.05, 0.92, -0.29, -0.74, 0.08, 0.07, 0.08, 0.10, -0.01, 0.12, 0.11, -0.04, 0.09, 0.05, -1.26, -0.44, -0.14, -0.12, -0.13, -0.14, -0.11, 0.03, 0.09, 0.07, 0.10, 0.07], "total_charge": -2, "e_tot_ev": -256092.1637, "spin_multiplicity": 6, "gap_ev": [3.387, 3.890]}



{"formula": "CH4P2", "method": "wB97M-V/def2-TZVPD", "symbols": ["C", "P", "P", "H", "H", "H", "H"], "positions_angstrom": [[1.853, -0.074, -0.019], [-0.255, 0.827, 0.691], [-1.714, -0.595, 0.248], [2.549, 0.566, -0.457], [1.730, -1.111, 0.104], [-1.642, -0.115, -1.074], [-2.522, 0.502, 0.507]], "atomic_forces_ev_per_a": [[-5.104, 1.269, 1.874], [4.902, 0.493, -0.333], [-0.351, -1.134, -0.622], [1.028, 0.650, -0.529], [0.579, -1.064, -0.262], [-0.156, -0.430, -0.510], [-0.897, 0.216, 0.382]], "nbo_charge": [-0.45, 0.14, -0.02, 0.16, 0.16, 0.01, 0.00], "e_above_lowest_kcal_mol": 89.5, "e_tot_ev": -19673.9459, "spin_multiplicity": 1, "gap_ev": [7.984, 8.241]}



{"formula": "C9H18Cl3N2O3Pt", "method": "wB97M-V/def2-TZVPD", "symbols": ["Pt", "C", "N", "C", "C", "O", "C", "O", "C", "C", "O", "N", "C", "C", "H", "H", "H", "H", "H", "H", "H", "H", "H", "H", "H", "H", "H", "H", "H", "H", "Cl", "C", "Cl", "H", "H", "Cl"], "positions_angstrom": [[0.597, 0.316, 0.175], [-0.047, -0.534, 4.788], [-0.720, -1.385, 3.803], [-1.544, -2.476, 4.333], [-0.562, -1.180, 2.506], [0.242, -0.303, 2.105], [-1.374, -2.060, 1.552], [-1.399, -1.572, 0.241], [-2.520, -0.852, -0.184], [-2.321, 0.652, -0.024], [-1.217, 1.146, 0.336], [-3.344, 1.446, -0.265], [-3.221, 2.901, -0.129], [-4.670, 0.956, -0.644], [0.752, -1.090, 5.280], [-0.776, -0.217, 5.532], [0.373, 0.334, 4.295], [-1.184, -2.713, 5.331], [-1.454, -3.374, 3.728], [-2.593, -2.186, 4.405], [-2.382, -2.200, 1.951], [-0.889, -3.037, 1.505], [-3.420, -1.166, 0.351], [-2.656, -1.072, -1.244], [-2.241, 3.153, 0.256], [-3.990, 3.260, 0.554], [-3.361, 3.367, -1.103], [-4.621, -0.007, -1.140], [-5.105, 1.669, -1.341], [-5.323, 0.887, 0.227], [3.889, 1.987, -0.313], [3.947, 0.261, -0.470], [2.726, -0.567, 0.597], [4.907, -0.097, -0.119], [3.729, -0.038, -1.486], [0.981, 1.020, -1.940]], "atomic_forces_ev_per_a": [[0.728, -0.339, 0.705], [0.016, -0.066, -0.059], [-0.047, -0.122, 0.133], [0.039, 0.126, 0.004], [0.085, 0.176, -0.079], [-0.238, -0.278, 0.335], [0.079, 0.174, -0.044], [0.013, -0.339, -0.122], [0.170, 0.112, 0.138], [0.181, 0.185, -0.157], [-0.719, 0.115, -0.522], [-0.132, 0.091, 0.062], [-0.031, -0.049, -0.033], [0.036, 0.091, 0.043], [-0.014, -0.008, 0.004], [0.000, -0.016, 0.011], [-0.010, 0.011, -0.015], [0.008, -0.001, -0.002], [0.013, -0.003, 0.001], [0.000, 0.015, 0.003], [-0.036, 0.002, -0.020], [-0.006, -0.048, 0.104], [-0.035, 0.008, 0.014], [-0.012, 0.001, -0.032], [0.025, -0.006, 0.002], [-0.004, -0.015, 0.001], [-0.005, -0.012, -0.008], [0.017, -0.005, -0.022], [0.010, -0.004, -0.020], [0.013, -0.009, 0.021], [0.021, 0.104, 0.094], [0.125, 0.065, -0.001], [-0.008, 0.238, -0.557], [-0.021, -0.154, 0.021], [-0.130, -0.014, -0.010], [-0.131, -0.026, 0.009]], "nbo_charge": [0.84, -0.42, -0.37, -0.42, 0.67, -0.67, -0.16, -0.50, -0.16, 0.68, -0.65, -0.36, -0.42, -0.42, 0.22, 0.22, 0.25, 0.24, 0.22, 0.21, 0.20, 0.24, 0.20, 0.24, 0.25, 0.22, 0.22, 0.22, 0.23, 0.22, 0.06, -0.38, 0.09, 0.24, 0.25, -0.50], "total_charge": 1, "e_above_lowest_kcal_mol": 8.7, "e_tot_ev": -59556.0163, "spin_multiplicity": 1, "gap_ev": 8.795}